8
Properties=species:S:1:pos:R:3 method="wB97M-V/def2-TZVPD" homo_ev="-2.31 / -2.31" e_lumo_ev="3.72 / 3.72" smiles="O=CC(=O)OS[O-]" charge=-1
S 1.309 0.670 2.019
O 1.691 -0.582 1.083
O 1.778 -2.293 -0.281
O -0.638 -1.198 -1.371
O 0.253 1.531 1.432
C 0.053 -0.573 -0.570
C 1.167 -1.303 0.119
H 0.023 0.583 -0.311



6
Properties=species:S:1:pos:R:3 method="wB97M-V/def2-TZVPD" homo_ev=-8.72 e_lumo_ev=-1.11 smiles="O=c1nc1N=S" charge=0
S 1.736 -1.548 -1.456
O 0.090 1.116 1.707
N 0.567 -0.728 -0.885
N -1.459 0.477 -0.029
C -0.254 -0.151 -0.238
C -0.680 0.833 0.902



8
Properties=species:S:1:pos:R:3 method="wB97M-V/def2-TZVPD" homo_ev=-4.39 e_lumo_ev=3.80 charge=-1
O -2.226 0.541 0.424
O 0.221 1.633 -0.273
O 2.279 -0.789 -0.463
O 1.271 -0.125 1.435
O -1.564 -1.161 -1.010
N 0.298 0.431 -0.048
C 1.452 -0.244 0.204
C -1.731 -0.285 -0.268



9
Properties=species:S:1:pos:R:3 method="wB97M-V/def2-TZVPD" homo_ev=-4.51 e_lumo_ev=3.84 charge=-1
S -0.233 -0.189 -0.234
O 1.098 1.300 0.114
O -1.056 -1.594 -0.062
O 1.288 -0.843 -0.287
O 3.150 0.411 -0.140
O -2.602 0.421 -0.779
N -0.954 -0.641 1.112
C -2.643 0.749 0.335
C 1.952 0.385 -0.060



9
Properties=species:S:1:pos:R:3 method="wB97M-V/def2-TZVPD" homo_ev=-11.64 e_lumo_ev=-0.49 charge=0
S -1.617 -0.003 -0.004
O 1.597 1.085 0.100
O -0.570 0.108 1.190
O -2.146 -1.284 -0.149
O 2.912 -0.979 -0.054
O -2.452 1.130 0.020
O -0.292 0.055 -1.072
C 2.011 -0.241 0.038
C 0.557 0.128 -0.069



153
Properties=species:S:1:pos:R:3 method="wB97M-V/def2-TZVPD" homo_ev="-10.13 / -10.13" multiplicity=2 s_squared=0.75 e_lumo_ev="-2.77 / -7.07" charge=+1
O 3.218 -4.057 28.143
O -3.362 -6.401 22.817
O 3.192 -8.193 25.448
O 5.084 -2.598 21.467
O -2.459 -2.957 26.313
O 6.449 -4.618 24.368
O 2.138 -8.734 21.551
O 4.050 -1.699 29.527
O 2.341 -2.076 22.234
O -1.906 -0.879 28.136
O 7.789 -3.174 26.292
O -1.826 -6.918 27.509
O 0.428 -4.317 17.511
O 4.300 -7.913 22.983
O 5.998 -6.480 19.146
O -0.303 -0.541 22.783
O -3.110 -5.498 25.461
O -1.034 -0.277 20.282
O 4.854 -3.502 18.892
O 0.693 -1.293 18.223
O 3.091 2.024 20.978
N 1.608 -2.847 23.132
N 3.457 -2.017 30.791
C -2.450 -0.133 20.369
C 2.507 0.775 21.204
C 3.720 -5.340 28.037
C 4.324 -2.555 31.818
C -1.363 0.215 27.423
C 1.275 -8.984 22.679
C 2.762 -1.540 33.634
C 1.132 -4.202 22.565
C 2.009 -2.760 24.568
C 3.377 -3.281 24.835
C 3.556 -2.846 18.629
C 1.011 -3.488 25.517
C 6.895 -2.850 27.338
C 3.068 0.406 31.336
C 0.632 -4.966 25.055
C 1.795 -1.185 32.511
C 5.672 -1.799 32.122
C 5.525 -6.530 20.516
C 2.259 -5.176 22.266
C 2.488 -0.951 31.183
C -1.136 -5.829 28.125
C 4.623 -4.052 31.284
C 0.267 -0.819 16.958
C 6.369 -2.009 21.750
C 0.131 -4.835 23.563
C 1.907 -1.331 25.176
C 3.573 -2.830 33.121
C 2.122 -8.577 26.279
C 1.383 -0.853 30.031
C 0.323 -3.857 21.264
H 5.472 -7.594 20.744
H -0.964 -0.815 23.419
H 2.181 0.683 22.240
H 1.465 -5.665 25.126
H 5.765 -5.273 24.508
H 3.507 -5.796 29.004
H 5.023 -4.545 32.170
H 1.632 -8.254 23.404
H 2.981 -4.786 21.549
H 3.436 -4.368 24.778
H 5.567 -0.846 32.641
H 7.260 -3.675 25.666
H 0.868 -1.031 25.306
H 3.153 -2.588 22.199
H -0.126 -4.731 20.792
H 1.851 -0.647 29.068
H 1.789 -6.091 21.906
H -2.914 -6.134 26.149
H 7.328 -2.070 27.964
H 2.291 -1.141 26.179
H 6.016 -2.341 26.941
H 3.870 -7.824 23.833
H 2.239 -1.799 34.554
H 3.832 -3.020 25.790
H 0.236 -8.831 22.387
H -2.755 0.572 21.143
H 2.256 -7.987 27.186
H 0.025 -3.024 25.521
H 7.167 -2.658 21.389
H 0.863 0.070 16.751
H 6.890 -6.833 19.198
H -1.534 -5.615 29.118
H 5.233 -7.976 23.191
H -2.748 -4.674 25.786
H 3.043 -8.686 21.866
H 0.812 -3.263 20.492
H 1.154 -2.044 32.314
H 0.095 -5.891 23.293
H 4.300 -2.974 33.920
H -0.090 -6.115 28.235
H 2.779 -5.462 23.180
H -3.015 -6.192 23.684
H 4.843 -4.404 18.562
H 6.517 -1.926 22.827
H 1.317 -3.535 26.562
H -2.870 -1.107 20.622
H 3.056 -0.127 20.934
H 6.432 -1.004 21.334
H -1.469 -7.787 27.709
H -0.286 -4.291 16.874
H -0.783 -0.530 21.173
H -2.071 -2.621 27.122
H 0.525 -3.409 17.800
H 6.246 -2.431 32.800
H 0.711 -0.033 30.285
H -0.825 -4.312 23.525
H 2.658 -3.448 18.770
H 0.378 -1.211 22.840
H 1.572 0.718 20.646
H 0.288 -0.769 18.918
H -1.981 1.112 27.404
H 3.902 0.457 32.036
H 3.205 -5.979 27.320
H 6.921 -4.926 23.594
H -0.510 -3.211 21.543
H -1.099 0.001 26.388
H 6.166 -6.042 21.250
H 2.481 -0.601 24.606
H 3.671 -2.591 17.575
H 5.094 -2.918 20.562
H -2.862 0.181 19.410
H -0.111 -5.416 25.714
H 5.387 -4.085 30.507
H 2.334 -4.092 28.515
H -0.435 0.424 27.956
H 1.410 -9.967 23.130
H -3.618 -7.322 22.877
H 6.315 -1.807 31.242
H 3.996 -2.955 23.999
H 0.533 -1.596 16.241
H 6.508 -3.658 27.959
H 4.514 -6.124 20.540
H 3.399 -1.906 19.158
H -2.474 -2.204 25.723
H 3.327 0.804 30.354
H 2.394 1.128 31.796
H 2.136 -9.646 26.495
H 3.378 -0.667 33.852
H -0.770 -0.502 17.077
H 4.808 -5.390 28.079
H 1.114 -0.378 32.782
H 3.902 -2.437 28.931
H 3.116 2.305 20.061
H 3.725 -4.560 30.930
H -1.191 -4.943 27.493
H 0.861 -1.808 29.977
H 1.137 -8.304 25.900
H -2.158 -0.686 29.042
H 3.870 -8.847 25.635
H 2.913 -3.697 33.084



64
Properties=species:S:1:pos:R:3 method="wB97M-V/def2-TZVPD" homo_ev="-13.22 / -13.22" multiplicity=2 s_squared=0.78 e_lumo_ev="-7.31 / -8.64" charge=+2
Ir 0.798 -1.035 1.138
I 0.896 -6.114 2.360
I -4.962 -5.306 1.848
Cl 0.832 4.135 6.282
F -3.458 0.701 -2.577
F -5.693 0.082 -3.769
F -3.627 0.753 -8.002
F -1.378 1.350 -6.805
O 0.986 0.973 0.829
O 0.267 -0.706 3.047
O 0.735 -3.035 1.495
N -0.711 0.907 -1.474
N -7.923 -1.103 -5.327
N -1.242 -1.388 0.979
N 1.074 2.026 -5.182
N -6.348 0.094 -9.128
N 2.867 -0.831 1.382
N 1.414 -1.587 -0.787
C -3.895 -2.181 1.139
C -1.090 1.252 -4.008
C 2.766 -1.013 -1.021
C -0.687 -4.880 1.938
C 0.687 2.740 5.281
C 0.803 2.830 3.929
C -2.877 -3.119 1.387
C 0.322 0.348 5.123
C -3.080 -4.505 1.735
C -3.489 0.669 -3.912
C -4.640 0.351 -4.519
C 0.100 1.706 -4.665
C -1.563 -2.662 1.305
C -2.436 1.052 -6.072
C -2.212 -0.513 0.769
C -6.126 0.011 -8.005
C -7.047 -0.615 -5.884
C 0.703 1.663 3.119
C -2.282 1.010 -4.633
C 0.870 1.845 1.731
C -0.436 -3.524 1.583
C -3.590 0.744 -6.688
C 3.590 -1.384 0.198
C -1.995 -5.335 2.000
C 0.455 0.395 3.719
C -4.784 0.335 -5.965
C -5.928 -0.058 -6.588
C -0.880 1.041 -2.605
C 0.441 1.485 5.876
C -3.558 -0.883 0.840
H -2.178 -6.367 2.268
H -4.317 -0.137 0.660
H 1.519 -2.602 -0.759
H -1.909 0.496 0.537
H 2.662 0.070 -1.093
H -4.933 -2.481 1.192
H 4.594 -0.968 0.136
H 0.986 3.788 3.461
H 0.119 -0.607 5.586
H 3.059 0.170 1.412
H 0.340 1.432 6.952
H 3.206 -1.215 2.261
H 0.972 2.873 1.374
H 0.766 -1.378 -1.542
H 3.206 -1.388 -1.944
H 3.670 -2.466 0.312



60
Properties=species:S:1:pos:R:3 method="wB97M-V/def2-TZVPD" homo_ev=-3.46 e_lumo_ev=2.31 charge=-1
Co -4.305 -7.092 -0.019
Co -2.058 -7.861 1.625
O -3.350 -8.564 4.205
O -5.179 -4.749 -1.484
O -0.407 0.154 0.461
O -6.147 -6.803 2.219
O 0.747 -7.357 2.269
O -2.168 -10.549 0.442
O -5.086 -9.465 -1.495
N -1.662 -1.755 0.784
C 0.219 -2.441 3.947
C -4.829 -5.696 -0.937
C -0.347 -7.655 2.031
C 0.374 -1.905 5.226
C -3.481 -4.241 2.577
C -3.715 -4.192 5.015
C -2.832 -8.305 3.197
C -1.230 -0.589 3.344
C -2.944 -4.812 1.339
C -5.418 -6.963 1.328
C -3.273 -4.828 3.844
C -1.059 -0.037 4.620
C -4.615 -2.362 3.686
C -0.140 -3.527 1.216
C -4.383 1.037 -2.467
C -4.232 -3.031 2.528
C -2.563 -6.119 1.121
C -2.105 -9.505 0.919
C -1.402 -0.501 0.208
C -4.374 -2.956 4.935
C -3.845 -0.265 -0.491
C -4.802 -8.509 -0.906
C -2.371 -7.029 0.055
C -2.073 0.784 -1.795
C -3.019 1.304 -2.679
C -0.734 -2.377 1.642
C -0.556 -1.779 2.973
C -0.250 -0.698 5.556
C -4.804 0.256 -1.374
C -2.482 -0.017 -0.719
H 0.595 -4.009 1.835
H -1.551 0.905 4.875
H -5.101 -1.380 3.616
H -2.934 -4.098 0.489
H -4.157 -0.852 0.378
H -3.531 -4.649 5.998
H -4.709 -2.446 5.847
H -1.885 -0.089 2.625
H -0.116 -0.276 6.551
H -4.494 -2.613 1.559
H -1.009 0.976 -1.929
H -2.685 1.914 -3.526
H -5.870 0.056 -1.210
H 0.680 -3.392 3.682
H 0.985 -2.441 5.953
H -0.361 -3.896 0.221
H -2.127 -2.379 0.130
H -1.684 -6.952 -0.788
H -5.126 1.456 -3.151
H -2.726 -5.772 3.917



84
Properties=species:S:1:pos:R:3 method="wB97M-V/def2-TZVPD" homo_ev=-13.20 e_lumo_ev=-9.09 charge=+2
Tl -0.343 0.179 -0.370
Br 3.004 5.706 -0.344
Br 2.981 1.985 -0.437
Br 4.562 0.620 2.846
Br 0.770 0.663 2.590
Br 5.993 3.748 1.151
Br -0.161 3.606 0.443
Cl 3.628 0.494 -4.256
Cl 6.865 -1.599 -0.678
S -2.661 1.574 -0.502
F -4.847 0.644 -4.963
F -4.371 -0.739 0.258
F -6.350 -1.329 -3.903
F -6.116 -2.025 -1.308
F -3.140 1.991 -3.408
O 1.576 -0.189 -2.268
N -1.041 -3.001 0.668
N -2.582 -0.937 3.756
N -1.819 -0.995 1.557
N -1.083 -0.753 -2.749
N -0.942 -2.297 -0.495
N 1.874 -1.447 0.134
C -4.721 0.330 -3.683
C 4.395 -2.269 0.969
C -1.257 -4.316 3.203
C -2.361 -2.813 5.282
C 2.051 -2.081 1.305
C 2.668 -0.549 -1.936
C -2.356 -0.376 2.575
C -0.675 -0.535 -5.090
C -0.556 -1.910 -5.206
C 2.555 4.562 4.021
C 3.289 -2.526 1.746
C -1.490 -2.328 1.684
C -1.087 -2.863 -1.616
C -0.948 -2.076 -2.860
C -3.837 1.004 -2.879
C -1.972 -4.118 5.490
C 4.221 -1.619 -0.259
C 3.886 -0.274 -2.798
C 5.124 -0.604 -2.376
C -5.496 -0.693 -3.142
C -0.698 -2.698 -4.072
C -1.635 -2.988 2.976
C -1.426 -4.876 4.449
C -2.195 -2.254 4.019
C 2.920 -1.255 -0.629
C -4.473 -0.381 -1.009
C -3.673 0.672 -1.514
C 5.304 -1.263 -1.127
C -0.932 0.003 -3.836
C -5.372 -1.048 -1.802
B 2.864 2.906 1.284
B 1.813 5.195 2.630
B 2.563 2.873 4.137
B 1.350 3.755 1.689
B 2.845 4.685 1.296
B 1.182 3.759 3.442
B 1.823 2.332 2.636
B 3.589 2.317 2.798
B 4.253 3.780 2.004
B 4.034 3.763 3.756
B 3.576 5.199 2.832
H 1.218 6.214 2.663
H -0.572 0.115 -5.949
H -0.597 -3.775 -4.122
H 0.154 3.790 4.025
H -0.349 -2.365 -6.166
H -0.845 -4.885 2.380
H 3.378 -3.032 2.697
H 4.901 3.819 4.553
H 5.987 -0.356 -2.980
H -2.788 -2.226 6.088
H 2.456 5.124 4.936
H -3.040 -0.406 4.481
H 5.385 -2.551 1.303
H 4.147 6.217 2.998
H 2.450 2.322 5.176
H -1.140 -5.904 4.626
H 1.168 -2.230 1.912
H -1.017 1.072 -3.697
H -2.651 0.661 2.451
H -2.092 -4.560 6.471
H -1.333 -3.923 -1.688



70
Properties=species:S:1:pos:R:3 method="wB97M-V/def2-TZVPD" homo_ev=-1.21 e_lumo_ev=3.81 charge=-2
Cs -0.646 -0.347 -0.638
F -1.470 -4.903 0.832
F -1.452 -4.707 3.455
F 3.935 3.168 0.393
F -2.387 -2.486 4.769
F -3.396 -0.423 3.258
F 3.533 -2.210 1.183
F 5.034 -0.744 2.777
F 5.305 1.969 2.454
F 2.421 1.736 -1.276
F -3.463 -0.555 0.606
O -0.845 0.725 1.548
O 0.435 4.503 2.830
N 2.207 -0.924 -1.174
N -0.353 2.867 0.702
N -2.220 2.244 -2.926
N -2.519 -2.627 -0.817
N -0.990 2.577 -0.483
N -0.001 -2.745 -2.590
C -2.452 -2.716 0.512
C -2.829 2.141 -4.102
C -0.628 -3.888 -1.933
C -1.941 -3.665 2.745
C 1.061 3.346 3.224
C 1.460 -2.826 -2.510
C 4.553 1.234 1.597
C -2.131 -3.745 -1.649
C -2.904 -1.512 2.647
C -1.626 3.566 -0.979
C 3.840 1.834 0.564
C 4.407 -0.125 1.750
C -3.610 4.385 -4.049
C -0.276 1.839 1.548
C -2.410 -2.558 3.416
C 2.927 -0.338 -0.220
C 3.616 -0.878 0.899
C 0.700 2.110 2.685
C -2.987 4.512 -2.822
C 3.061 1.089 -0.283
C 2.331 1.050 4.167
C -1.960 -3.743 1.364
C 1.340 0.984 3.199
C 2.694 2.290 4.667
C 2.051 3.426 4.204
C -2.296 3.420 -2.292
C -3.530 3.172 -4.714
C -2.919 -1.591 1.277
C -0.449 -2.587 -3.952
C 2.079 -2.375 -1.181
H -4.151 5.222 -4.477
H -2.754 1.172 -4.585
H 1.784 -3.861 -2.738
H 1.468 -2.769 -0.349
H 1.882 -2.170 -3.276
H 2.826 0.147 4.499
H -0.110 -4.058 -0.990
H 0.838 5.212 3.341
H -0.002 -1.691 -4.387
H -1.532 -2.473 -3.997
H -0.473 -4.799 -2.553
H -0.176 -3.456 -4.585
H 1.034 0.027 2.795
H -3.994 3.014 -5.679
H -2.464 -4.727 -1.279
H -1.659 4.521 -0.452
H -3.023 5.436 -2.260
H 3.052 -2.880 -1.096
H -2.647 -3.625 -2.610
H 2.320 4.406 4.587
H 3.481 2.381 5.406